1.
DFT (wB97M-V/def2-TZVPD) results for a single C4H4IN molecule in a non-equilibrium geometry.

Properties
- Kohn-Sham gap: 8.08 eV
- ΔE to the lowest compared entry with this formula, charge and spin: 343.82 kJ/mol
- Total charge: 0
- Structure (SMILES): IN=C=C1CC1
- DFT total energy: -507.12197 Ha
- E_LUMO: -0.51 eV

```
10
C4H4IN (wB97M-V/def2-TZVPD)
I 0.4575 -2.1233 -3.6459
N 0.5102 -0.4935 -2.3998
C -0.8723 0.4986 0.7539
C 0.4574 -0.4706 -1.1603
C 0.1714 -0.3095 0.0732
C 0.4958 0.4199 1.3123
H -1.7258 0.1945 1.3025
H 1.2872 1.2303 1.4315
H -1.2813 1.2714 0.2235
H 0.4999 -0.2178 2.1091
```

***

2.
DFT (wB97M-V/def2-TZVPD) results for a single C4H4IN molecule in a non-equilibrium geometry.

Properties
- Kohn-Sham gap (alpha / beta): 6.24 / 5.75 eV
- ΔE to the lowest compared entry with this formula, charge and spin: 413.89 kJ/mol
- Expectation value of S²: 2.0116
- Total charge: 0
- DFT total energy: -506.94799 Ha
- Spin multiplicity: 3
- E_LUMO (alpha / beta): 0.28 / -3.21 eV

```
10
C4H4IN (wB97M-V/def2-TZVPD)
I -3.1225 -0.5229 0.0419
N -1.5631 0.6610 0.0442
C 0.7505 -0.4415 -0.7607
C -0.9524 1.8207 0.0511
C 0.9314 -0.1971 0.7902
C -0.0994 0.5066 0.0259
H 0.1347 -1.2424 -1.3526
H 1.4826 -0.0762 -1.3521
H 0.6004 -0.8513 1.5619
H 1.8377 0.3431 0.9502
```

***

3.
DFT (wB97M-V/def2-TZVPD) results for a molecular structure, C4H4KNaO5 in a non-equilibrium geometry.

Properties
- Kohn-Sham gap (alpha / beta): 2.86 / 3.99 eV
- Expectation value of S²: 0.7552
- Total charge: -1
- DFT total energy: -1293.27424 Ha
- Spin multiplicity: 2
- E_LUMO (alpha / beta): 1.12 / 1.09 eV

```
15
C4H4KNaO5 (wB97M-V/def2-TZVPD)
K -1.8455 -2.2742 0.4024
Na 5.1371 0.0583 0.2208
O 3.5402 -1.5735 0.2112
O 0.8546 -2.2650 -0.1080
O 0.3069 -0.2597 0.6932
O 2.9092 0.5643 0.1797
O -3.0615 -0.3942 -0.1078
C 1.2005 -1.1034 0.2615
C 2.6454 -0.6747 0.2301
C -1.2153 1.1435 -0.4002
C -2.6825 0.9267 -0.1318
H -2.9222 1.4664 0.8193
H -3.2347 1.5124 -0.9153
H -0.8666 0.8293 -1.3933
H -0.7656 2.0435 0.0382
```

***

4.
DFT (wB97M-V/def2-TZVPD) results for a molecular structure, C4H4KO5 in a non-equilibrium geometry.

Properties
- Kohn-Sham gap: 5.99 eV
- ΔE to the lowest compared entry with this formula, charge and spin: 73.47 kJ/mol
- Total charge: -1
- DFT total energy: -1130.99439 Ha
- E_LUMO: 2.40 eV

```
14
C4H4KO5 (wB97M-V/def2-TZVPD)
K 2.1178 -1.0424 1.1053
O 0.8578 -0.6389 -0.9914
O -1.4414 -0.2002 0.7787
O -1.5924 -0.5661 2.9412
O 0.4065 -0.0978 2.0711
O 2.9771 -0.4199 -0.6555
C -0.8313 -0.3171 2.0051
C 2.0920 -0.0362 -1.4289
C -0.9725 0.7161 -0.1987
C -0.3460 -0.0147 -1.3745
H -1.8504 1.2745 -0.5514
H -1.0354 -0.7834 -1.7535
H -0.1411 0.7110 -2.1781
H -0.2408 1.4152 0.2307
```

***

5.
DFT (wB97M-V/def2-TZVPD) results for a molecular structure, C4H4LiNaO2 in a non-equilibrium geometry.

Properties
- Kohn-Sham gap (alpha / beta): 4.89 / 4.82 eV
- ΔE to the lowest compared entry with this formula, charge and spin: 150.34 kJ/mol
- Expectation value of S²: 0.7504
- Total charge: +1
- DFT total energy: -474.77157 Ha
- Spin multiplicity: 2
- E_LUMO (alpha / beta): -3.94 / -4.02 eV

```
12
C4H4LiNaO2 (wB97M-V/def2-TZVPD)
Na 0.4217 -0.7859 -5.2475
O -0.2109 -0.8531 -2.8086
O 1.2773 1.0936 2.5735
C 0.2464 -0.2815 0.7648
C 0.1098 0.0727 -0.6502
C 0.8452 0.4257 1.6924
C -0.4302 -0.8079 -1.5387
Li 0.8898 2.2965 3.9732
H -1.1523 -1.5463 -1.1345
H -0.0193 -1.2914 1.1010
H -2.4087 0.6134 2.2546
H 0.4311 1.0641 -0.9800
```

***

6.
DFT (wB97M-V/def2-TZVPD) results for a molecular structure, C4H4LiO5Pd in a non-equilibrium geometry.

Properties
- Kohn-Sham gap (alpha / beta): 9.00 / 7.67 eV
- ΔE to the lowest compared entry with this formula, charge and spin: 8.66 kJ/mol
- Expectation value of S²: 3.7581
- Total charge: +2
- DFT total energy: -665.66770 Ha
- Spin multiplicity: 4
- E_LUMO (alpha / beta): -8.57 / -12.21 eV

```
15
C4H4LiO5Pd (wB97M-V/def2-TZVPD)
Pd 1.0046 0.3825 -0.4674
O 2.9918 0.7798 0.5194
O -2.0295 0.0635 -0.4638
O 2.5992 -1.1526 -0.4633
O -0.2345 -1.1782 -0.9570
O -2.3056 -2.0188 -0.8975
C 3.3050 -0.3717 0.2154
C -0.7679 1.3070 -2.0437
C -1.4395 1.2605 -0.8899
C -1.4522 -1.0797 -0.7060
Li 1.5218 -2.6873 -0.5206
H -0.4094 2.2133 -2.5317
H -1.5375 2.0593 -0.1523
H -2.9594 -1.8113 -1.5824
H -0.8974 0.3010 -2.6676
```

***

7.
DFT (wB97M-V/def2-TZVPD) results for a molecular structure, C4H4LiO5Sr in a non-equilibrium geometry.

Properties
- Kohn-Sham gap (alpha / beta): 5.54 / 5.54 eV
- Total charge: +1
- DFT total energy: -569.00006 Ha
- E_LUMO (alpha / beta): -5.27 / -5.27 eV

```
15
C4H4LiO5Sr (wB97M-V/def2-TZVPD)
Sr -1.3391 2.6243 1.1089
O 0.6741 1.9872 0.1234
O 1.1384 -1.2867 -2.5406
O -0.4367 0.0130 -3.3450
O -1.0939 0.9456 -0.6061
O -0.9716 -1.8774 -2.2566
C 0.9610 1.0619 -2.8897
C 1.9196 -0.1401 -2.8955
C -0.1630 -1.1165 -2.7782
C 0.2078 1.1215 -0.6882
Li -2.0998 -0.4236 -1.4590
H 1.5295 1.9332 -2.5421
H 2.3754 -0.2896 -3.8799
H 2.6906 -0.0445 -2.1234
H 0.7468 1.5746 -3.8327
```

***

8.
DFT (wB97M-V/def2-TZVPD) results for a molecular structure, C4H4MgO5 in a non-equilibrium geometry.

Properties
- Kohn-Sham gap (alpha / beta): 7.99 / 10.22 eV
- ΔE to the lowest compared entry with this formula, charge and spin: 224.03 kJ/mol
- Expectation value of S²: 0.7503
- Total charge: +1
- DFT total energy: -730.80686 Ha
- Spin multiplicity: 2
- E_LUMO (alpha / beta): -3.75 / -5.08 eV

```
14
C4H4MgO5 (wB97M-V/def2-TZVPD)
Mg 4.1195 -0.2746 1.2404
O 1.2442 -0.2843 -1.7247
O -0.4768 1.1621 -0.2405
O 1.5841 0.4214 0.4133
O 3.4086 -0.3413 -0.8228
O -0.2585 -0.9271 0.3953
C 0.3454 0.1440 -0.0815
C -1.6851 -0.7144 0.4165
C -1.8124 0.7817 0.1469
C 2.3068 0.0026 -1.1335
H -2.0546 -1.0104 1.4032
H -2.1445 -1.3352 -0.3596
H -2.4814 1.0165 -0.6866
H -2.0953 1.3590 1.0336
```

***

9.
DFT (wB97M-V/def2-TZVPD) results for a molecular structure, C4H4N in a non-equilibrium geometry.

Properties
- Kohn-Sham gap: 8.35 eV
- ΔE to the lowest compared entry with this formula, charge and spin: 203.02 kJ/mol
- Total charge: +1
- DFT total energy: -209.08721 Ha
- E_LUMO: -5.90 eV

```
9
C4H4N (wB97M-V/def2-TZVPD)
N -1.4302 0.1423 -0.0201
C -0.1922 0.4334 0.1133
C 0.9969 0.9127 -0.0102
C 1.5010 -0.4630 -0.0053
C -2.5621 -0.1039 -0.0643
H -3.4034 -0.6999 0.2146
H 1.5754 1.8495 -0.3056
H 1.8456 -0.9635 -0.8551
H 1.6689 -1.1076 0.9328
```

***

10.
DFT (wB97M-V/def2-TZVPD) results for a gas-phase ion, C4H4N (charge +1) in a non-equilibrium geometry.

Properties
- Kohn-Sham gap: 8.98 eV
- ΔE to the lowest compared entry with this formula, charge and spin: 121.18 kJ/mol
- Total charge: +1
- Structure (SMILES): C#[N+]C1=CC1
- DFT total energy: -209.11838 Ha
- E_LUMO: -5.89 eV

```
9
C4H4N (wB97M-V/def2-TZVPD)
N 1.5875 0.1936 -0.0863
C 2.7035 0.0490 0.1055
C -0.7737 1.0176 -0.0090
C 0.3053 0.2425 -0.0901
C -1.0796 -0.4846 0.0699
H -1.1852 2.0725 0.1501
H -1.5521 -0.9093 1.1091
H -1.6324 -0.8609 -0.7934
H 3.7523 -0.2379 -0.0032
```

***

11.
DFT (wB97M-V/def2-TZVPD) results for 2 unconnected molecules or ions with the total composition C4H4N2 in a non-equilibrium geometry.

Properties
- Kohn-Sham gap: 8.05 eV
- ΔE to the lowest compared entry with this formula, charge and spin: 413.92 kJ/mol
- Total charge: 0
- DFT total energy: -264.16878 Ha
- E_LUMO: -1.25 eV

```
10
C4H4N2 (wB97M-V/def2-TZVPD)
N -0.5594 -1.7951 -1.2940
N -0.4366 0.6729 -1.1100
C 0.5452 -2.1140 -1.0120
C 0.2425 1.0065 -0.0828
C 0.1613 0.3085 1.1563
C 0.1072 -0.1097 2.2859
H -0.3083 1.2288 -1.9466
H 0.0307 -0.5086 3.2765
H -0.7994 -0.4252 -1.2165
H 0.9315 1.8485 -0.1292
```

***

12.
DFT (wB97M-V/def2-TZVPD) results for 2 unconnected molecules or ions with the total composition C4H4N2 in a non-equilibrium geometry.

Properties
- Kohn-Sham gap: 8.49 eV
- ΔE to the lowest compared entry with this formula, charge and spin: 428.63 kJ/mol
- Total charge: 0
- Structure (SMILES): C=C=C=N.C#N
- DFT total energy: -264.16318 Ha
- E_LUMO: 0.30 eV

```
10
C4H4N2 (wB97M-V/def2-TZVPD)
N 0.5306 2.1633 -0.0717
N 0.9625 -1.5563 -0.2167
C 2.0045 -1.1576 0.0757
C -0.7431 0.0580 -0.1129
C -0.1422 1.1802 -0.0211
C -1.8838 -0.6031 -0.1460
H -2.2743 -0.8309 -1.1744
H 0.9762 2.6326 0.7382
H 2.9412 -0.8967 0.2579
H -2.3716 -0.9894 0.6710
```

***

13.
DFT (wB97M-V/def2-TZVPD) results for a single C4H4N2 molecule in a non-equilibrium geometry.

Properties
- Kohn-Sham gap: 9.44 eV
- ΔE to the lowest compared entry with this formula, charge and spin: 565.14 kJ/mol
- Total charge: 0
- Structure (SMILES): C1=C(C2N=N2)C1
- DFT total energy: -264.11118 Ha
- E_LUMO: 0.44 eV

```
10
C4H4N2 (wB97M-V/def2-TZVPD)
N 0.8109 -2.3553 -0.3737
N 1.3276 -2.1785 0.6877
C -0.1154 -0.2220 0.0877
C -0.4822 1.5231 -0.0273
C -1.3630 0.2605 0.0691
C 1.0455 -0.9283 -0.0733
H -2.3695 0.2488 0.3409
H 2.0323 -0.4811 -0.4919
H -0.5799 1.9489 -1.0651
H -0.3064 2.1838 0.8458
```

***

14.
DFT (wB97M-V/def2-TZVPD) results for a single C4H4N2 molecule.

Properties
- Kohn-Sham gap: 9.57 eV
- ΔE to the lowest compared entry with this formula, charge and spin: 519.94 kJ/mol
- Total charge: 0
- DFT total energy: -264.12839 Ha
- E_LUMO: 1.06 eV

```
10
C4H4N2 (wB97M-V/def2-TZVPD)
N -0.4021 -1.3734 -0.0002
N 0.8114 -1.2386 0.1300
C -0.4077 1.1008 -0.7417
C 2.0147 -1.1740 0.0811
C -1.1131 -0.1221 -0.2694
C -0.7974 1.1064 0.4966
H 2.6548 -1.0224 0.9441
H -0.7840 1.5302 1.4868
H 0.1482 1.5594 -1.5429
H -2.1248 -0.3662 -0.5843
```

***

15.
DFT (wB97M-V/def2-TZVPD) results for a single C4H4N2O molecule in a non-equilibrium geometry.

Properties
- Kohn-Sham gap (alpha / beta): 8.23 / 8.63 eV
- ΔE to the lowest compared entry with this formula, charge and spin: 557.07 kJ/mol
- Total charge: 0
- DFT total energy: -339.36949 Ha
- E_LUMO (alpha / beta): -0.34 / 0.06 eV

```
11
C4H4N2O (wB97M-V/def2-TZVPD)
O 0.0898 -1.2093 0.0504
N 2.6365 1.0213 0.8706
N -1.4464 1.6040 0.9805
C -1.4245 0.5517 0.4999
C -1.2451 -0.7752 -0.1242
C 1.8155 0.4094 0.2176
C 1.0332 -0.4387 -0.5788
H 0.8665 -0.1766 -1.6209
H -1.5122 -0.7065 -1.1872
H 1.0760 1.2313 0.5317
H -1.8893 -1.5113 0.3604
```

***

16.
DFT (wB97M-V/def2-TZVPD) results for a single C4H4N2O molecule.

Properties
- Kohn-Sham gap: 9.83 eV
- ΔE to the lowest compared entry with this formula, charge and spin: 28.34 kJ/mol
- Total charge: 0
- Structure (SMILES): O=Cc1cnc[nH]1
- DFT total energy: -339.57087 Ha
- E_LUMO: 0.37 eV

```
11
C4H4N2O (wB97M-V/def2-TZVPD)
O -2.2405 -1.3012 -0.2297
N 1.5893 1.0320 -0.3241
N 0.5510 -0.8652 0.1489
C 0.2646 1.2834 -0.1147
C 1.7234 -0.2655 -0.1447
C -0.4161 0.1189 0.1716
C -1.8404 -0.2139 0.1337
H -2.5496 0.5808 0.4303
H 2.6522 -0.8162 -0.2238
H 0.4035 -1.8373 0.3767
H -0.1375 2.2842 -0.2243
```

***

17.
DFT (wB97M-V/def2-TZVPD) results for a single C4H4N2O molecule in a non-equilibrium geometry.

Properties
- Kohn-Sham gap: 9.10 eV
- ΔE to the lowest compared entry with this formula, charge and spin: 153.29 kJ/mol
- Total charge: 0
- Structure (SMILES): O=Cc1ncc[nH]1
- DFT total energy: -339.52328 Ha
- E_LUMO: -0.41 eV

```
11
C4H4N2O (wB97M-V/def2-TZVPD)
O -0.4753 1.9942 -2.0009
N 0.0560 -0.4757 -0.7669
N -0.1956 0.3145 1.3363
C -0.5808 1.7587 -0.7379
C 0.4998 -1.3969 0.1546
C 0.3562 -0.8766 1.3761
C -0.2025 0.5916 0.0326
H 0.7263 -2.3684 -0.0090
H 0.3785 -0.4407 -1.6900
H -0.8880 2.5053 0.0889
H 0.3255 -1.6060 2.2161
```

***

18.
DFT (wB97M-V/def2-TZVPD) results for a single C4H4N2O molecule.

Properties
- Kohn-Sham gap: 8.99 eV
- ΔE to the lowest compared entry with this formula, charge and spin: 247.56 kJ/mol
- Total charge: 0
- Structure (SMILES): O=C=C1C=NCN1
- DFT total energy: -339.48738 Ha
- E_LUMO: 0.31 eV

```
11
C4H4N2O (wB97M-V/def2-TZVPD)
O -2.8081 -0.6584 0.1836
N 0.6032 -0.9024 -0.5021
N 0.9640 1.2672 0.1941
C -1.7390 -0.3879 -0.1948
C -0.5704 -0.1141 -0.7887
C -0.0385 1.2672 -0.5914
C 1.1022 -0.1294 0.6307
H 2.1193 -0.3812 0.9303
H 0.4330 -1.8827 -0.3112
H 0.3911 -0.2473 1.4787
H -0.4566 2.1689 -1.0293
```

***

19.
DFT (wB97M-V/def2-TZVPD) results for a single C4H4N2O molecule in a non-equilibrium geometry.

Properties
- Kohn-Sham gap: 8.84 eV
- ΔE to the lowest compared entry with this formula, charge and spin: 340.35 kJ/mol
- Total charge: 0
- DFT total energy: -339.45204 Ha
- E_LUMO: -0.58 eV

```
11
C4H4N2O (wB97M-V/def2-TZVPD)
O -2.8149 -1.0613 -0.0302
N 0.9519 -1.1847 0.1680
N 1.4268 1.0158 -0.2526
C -2.1366 -0.0679 0.0280
C 0.1180 1.0781 -0.0037
C 1.8242 -0.2509 -0.1103
C -0.6751 0.0389 0.3576
H 1.4129 -2.1017 0.3313
H 2.8999 -0.4401 -0.2323
H -0.3852 2.0417 -0.0570
H -2.6219 0.9323 -0.1989
```

***

20.
DFT (wB97M-V/def2-TZVPD) results for a single C4H4N2O molecule in a non-equilibrium geometry.

Properties
- Kohn-Sham gap: 12.11 eV
- ΔE to the lowest compared entry with this formula, charge and spin: 177.04 kJ/mol
- Total charge: 0
- Structure (SMILES): N#CCOCC#N
- DFT total energy: -339.51424 Ha
- E_LUMO: 0.46 eV

```
11
C4H4N2O (wB97M-V/def2-TZVPD)
O 0.1366 -1.0097 0.0895
N 3.0851 0.5863 0.9121
N -1.7215 1.5533 1.0644
C 2.1751 0.2152 0.3045
C -1.5966 0.5189 0.5620
C 0.9266 0.0352 -0.4402
C -1.2342 -0.7504 -0.1086
H -1.7972 -1.5818 0.3217
H 0.4434 1.0043 -0.2718
H 1.0928 -0.1050 -1.5160
H -1.4912 -0.6708 -1.1766
```